Record 1
Computed, not measured: C17H43ClN4NbO5 as an isolated structure in a non-equilibrium geometry, with wB97M-V/def2-TZVPD.

Total energy   -48592.416 eV
Total charge   -1
Orbital gap   5.67 eV
Largest force on an atom   3.64 eV Å⁻¹
Highest occupied orbital energy   -3.99 eV

Cartesian coordinates (Å):
C: 5.355 2.650 -1.622
C: 4.180 1.729 -1.327
O: 3.057 2.193 -2.045
Nb: 1.868 0.852 -3.046
C: 0.168 1.049 -1.517
C: -1.052 1.930 -1.875
C: -1.090 3.283 -1.201
Cl: 0.483 4.137 -1.187
H: 6.230 2.410 -1.024
H: 5.567 2.599 -2.685
H: 5.026 3.665 -1.415
H: 4.450 0.706 -1.583
H: 3.955 1.791 -0.258
H: 1.135 2.175 -4.093
H: 3.075 0.692 -4.445
H: 2.602 -0.665 -2.303
H: 0.789 -0.252 -3.969
H: 0.594 1.310 -0.546
H: -0.208 0.028 -1.428
H: -1.965 1.428 -1.548
H: -1.078 2.078 -2.947
H: -1.438 3.236 -0.176
H: -1.777 3.928 -1.740
C: -1.085 -3.188 -2.797
O: -0.381 -2.227 -3.020
N: -1.965 -3.280 -1.778
C: -2.764 -4.463 -1.520
C: -2.115 -2.148 -0.879
H: -1.054 -4.105 -3.419
H: -3.828 -4.218 -1.572
H: -2.541 -4.833 -0.525
H: -2.542 -5.237 -2.255
H: -2.441 -1.263 -1.429
H: -1.162 -1.921 -0.404
H: -2.845 -2.395 -0.113
C: -1.124 8.958 -1.221
O: -1.843 9.923 -1.419
N: 0.218 9.004 -1.188
C: 1.028 7.823 -0.943
C: 0.868 10.281 -1.405
H: -1.526 7.946 -1.048
H: 1.633 7.967 -0.046
H: 1.690 7.639 -1.791
H: 0.396 6.950 -0.805
H: 0.548 11.002 -0.651
H: 0.602 10.680 -2.385
H: 1.946 10.150 -1.348
C: -3.478 -5.956 2.103
O: -3.488 -5.866 0.891
N: -2.388 -6.275 2.826
C: -2.418 -6.366 4.269
C: -1.141 -6.523 2.119
H: -4.373 -5.770 2.721
H: -1.721 -5.648 4.709
H: -2.138 -7.371 4.593
H: -3.419 -6.147 4.633
H: -0.852 -5.640 1.547
H: -1.262 -7.353 1.423
H: -0.360 -6.762 2.837
C: -0.780 -2.584 3.292
O: -1.149 -2.308 2.171
N: 0.471 -2.986 3.595
C: 0.876 -3.306 4.945
C: 1.438 -3.091 2.510
H: -1.447 -2.527 4.173
H: 1.691 -2.653 5.264
H: 1.215 -4.343 5.007
H: 0.036 -3.172 5.625
H: 1.562 -2.126 2.019
H: 1.090 -3.803 1.761
H: 2.394 -3.421 2.909



Record 2
Computed, not measured: C17H43FGaNO6P as an isolated structure, with wB97M-V/def2-TZVPD.

Total energy   -96482.462 eV
Total charge   -1
Orbital gap   7.21 eV
Largest force on an atom   0.18 eV Å⁻¹
Highest occupied orbital energy   -4.67 eV

Cartesian coordinates (Å):
C: 2.994 0.797 1.781
C: 1.868 0.257 0.897
C: 1.176 1.324 0.027
C: -0.347 1.361 0.206
C: -0.809 2.083 1.474
Ga: -2.773 1.865 1.751
F: -3.373 2.824 3.187
P: -3.078 -0.482 2.229
N: -3.253 -1.455 0.964
H: 3.724 0.028 2.044
H: 2.616 1.218 2.716
H: 3.535 1.603 1.276
H: 2.262 -0.548 0.270
H: 1.109 -0.216 1.530
H: 1.570 2.314 0.286
H: 1.419 1.179 -1.030
H: -0.719 0.326 0.207
H: -0.796 1.833 -0.674
H: -0.251 1.702 2.339
H: -0.558 3.149 1.396
H: -3.678 2.137 0.465
H: -1.987 -0.921 3.041
H: -4.029 -0.740 3.261
H: -3.385 -0.887 0.134
C: 0.249 2.997 -6.682
O: -0.037 3.677 -5.487
C: -0.628 2.830 -4.518
C: -0.641 3.492 -3.159
O: 0.631 3.507 -2.534
C: 1.503 4.566 -2.872
C: 1.203 5.848 -2.124
O: 0.087 6.509 -2.686
C: -0.425 7.507 -1.836
H: -0.660 2.593 -7.147
H: 0.705 3.710 -7.366
H: 0.942 2.163 -6.513
H: -0.068 1.887 -4.454
H: -1.662 2.590 -4.805
H: -1.279 2.890 -2.509
H: -1.062 4.497 -3.231
H: 1.518 4.751 -3.949
H: 2.494 4.233 -2.555
H: 2.088 6.502 -2.165
H: 1.010 5.606 -1.071
H: -0.747 7.087 -0.877
H: -1.281 7.955 -2.337
H: 0.320 8.288 -1.637
C: 3.044 -7.209 3.507
O: 1.887 -6.761 2.853
C: 0.705 -7.282 3.427
C: -0.510 -6.525 2.937
O: -0.641 -5.254 3.539
C: -0.030 -4.179 2.829
C: -0.895 -3.607 1.731
O: -0.907 -4.486 0.617
C: -1.898 -4.108 -0.319
H: 3.145 -8.302 3.453
H: 3.900 -6.753 3.012
H: 3.044 -6.920 4.565
H: 0.758 -7.209 4.522
H: 0.595 -8.346 3.163
H: -1.390 -7.101 3.237
H: -0.495 -6.446 1.848
H: 0.936 -4.490 2.425
H: 0.132 -3.394 3.570
H: -0.492 -2.626 1.437
H: -1.916 -3.426 2.082
H: -2.896 -4.133 0.126
H: -1.833 -4.800 -1.159
H: -1.743 -3.081 -0.663



Record 3
Computed, not measured: a 2-piece molecular cluster, C17H43NO2PSSi overall in a non-equilibrium geometry, with wB97M-V/def2-TZVPD.

Total energy   -51907.503 eV
Total charge   +1
Orbital gap   5.89 eV
Largest force on an atom   1.33 eV Å⁻¹
Highest occupied orbital energy   -9.30 eV

Cartesian coordinates (Å):
C: -2.835 2.954 -1.992
C: -1.419 3.561 -1.863
C: -0.625 3.028 -0.665
C: 0.437 2.006 -1.053
C: -0.114 0.602 -1.304
C: 0.967 -0.463 -1.155
C: 1.103 -0.976 0.285
C: 2.540 -1.141 0.725
C: 2.669 -1.715 2.143
C: 3.850 -2.690 2.331
C: 4.646 -2.385 3.607
C: 5.379 -3.582 4.187
C: 5.933 -3.238 5.616
Si: 5.671 -4.599 6.873
O: 5.508 -6.092 6.212
P: 7.462 -4.602 8.255
S: 8.303 -6.384 8.226
H: -3.023 2.183 -1.255
H: -2.992 2.571 -2.993
H: -3.584 3.726 -1.842
H: -1.513 4.637 -1.799
H: -0.876 3.344 -2.775
H: -0.108 3.879 -0.230
H: -1.300 2.660 0.102
H: 1.173 1.953 -0.254
H: 0.898 2.352 -1.968
H: -0.977 0.370 -0.686
H: -0.447 0.557 -2.340
H: 1.911 -0.102 -1.556
H: 0.670 -1.298 -1.784
H: 0.585 -1.929 0.373
H: 0.601 -0.273 0.943
H: 3.111 -1.695 -0.015
H: 2.959 -0.137 0.740
H: 2.810 -0.886 2.822
H: 1.746 -2.229 2.393
H: 4.532 -2.655 1.486
H: 3.457 -3.700 2.375
H: 5.380 -1.623 3.364
H: 3.967 -2.012 4.364
H: 4.728 -4.444 4.273
H: 6.246 -3.843 3.599
H: 5.491 -2.311 5.963
H: 7.000 -3.049 5.534
H: 4.499 -4.362 7.739
H: 6.329 -6.618 6.294
H: 8.371 -3.640 7.767
H: 7.084 -4.157 9.539
C: -7.888 2.535 -6.045
C: -6.740 3.494 -5.770
C: -5.425 2.818 -5.383
O: -5.509 2.346 -4.054
C: -5.738 0.937 -3.904
N: -7.103 4.352 -4.585
H: -8.199 2.006 -5.143
H: -8.757 3.066 -6.436
H: -7.590 1.798 -6.787
H: -6.599 4.159 -6.622
H: -4.623 3.564 -5.399
H: -5.157 2.036 -6.093
H: -5.305 0.373 -4.729
H: -6.805 0.722 -3.828
H: -5.259 0.629 -2.977
H: -8.069 4.677 -4.607
H: -6.485 5.161 -4.495
H: -6.950 3.773 -3.745



Record 4
Computed, not measured: C17H44AsFeGeNOSeSi2 as an isolated structure, with wB97M-V/def2-TZVPD.

Total energy   -254720.599 eV
Total charge   +1
Spin multiplicity   6
Orbital gap (spin up / spin down)   8.78 / 7.12 eV
Largest force on an atom   0.82 eV Å⁻¹
Highest occupied orbital energy (spin up / spin down)   -10.86 / -11.22 eV
Energy relative to the best compared isomer or geometry (same formula, charge and spin)   9.2 kJ/mol

Cartesian coordinates (Å):
Fe: 0.725 -0.301 -0.951
C: 4.989 -1.326 -2.539
C: 3.589 -1.238 -2.152
N: 2.476 -1.171 -1.886
H: 5.324 -0.343 -2.866
H: 5.089 -2.038 -3.356
H: 5.587 -1.653 -1.692
C: 1.007 -1.316 5.158
Ge: 1.459 0.428 4.422
C: -0.131 1.524 4.192
C: 2.829 1.327 5.465
C: 2.218 0.147 2.611
Se: 0.991 -0.873 1.490
C: 1.798 -2.630 1.607
H: 0.523 -1.194 6.126
H: 1.895 -1.930 5.302
H: 0.310 -1.845 4.508
H: -0.767 1.469 5.074
H: -0.717 1.181 3.338
H: 0.136 2.568 4.029
H: 2.466 1.534 6.470
H: 3.106 2.274 5.004
H: 3.722 0.710 5.547
H: 3.162 -0.396 2.602
H: 2.382 1.100 2.107
H: 1.686 -2.989 2.627
H: 2.846 -2.582 1.323
H: 1.259 -3.286 0.927
C: 0.529 3.219 0.268
C: 1.241 2.773 -1.009
C: 2.757 2.822 -0.831
C: 0.814 3.625 -2.199
O: 0.888 1.426 -1.265
H: 0.772 4.251 0.517
H: 0.826 2.588 1.109
H: -0.552 3.139 0.150
H: 3.103 3.817 -0.548
H: 3.256 2.539 -1.757
H: 3.055 2.125 -0.045
H: 1.026 4.680 -2.024
H: -0.252 3.525 -2.378
H: 1.342 3.318 -3.102
C: -3.030 1.608 -1.886
Si: -2.462 0.320 -3.111
C: -3.891 -0.510 -3.978
C: -1.223 0.998 -4.325
As: -1.279 -1.300 -1.849
Si: -2.831 -2.657 -0.697
C: -4.131 -1.537 0.041
C: -3.554 -3.857 -1.928
C: -1.903 -3.559 0.651
H: -3.508 2.424 -2.434
H: -2.188 2.014 -1.333
H: -3.752 1.215 -1.169
H: -4.361 0.209 -4.653
H: -4.657 -0.859 -3.288
H: -3.563 -1.358 -4.578
H: -1.621 1.890 -4.812
H: -0.984 0.269 -5.099
H: -0.298 1.277 -3.818
H: -4.769 -1.078 -0.710
H: -3.688 -0.743 0.642
H: -4.767 -2.135 0.697
H: -4.073 -3.353 -2.744
H: -4.273 -4.507 -1.423
H: -2.781 -4.491 -2.365
H: -1.635 -2.893 1.471
H: -0.994 -4.033 0.279
H: -2.544 -4.349 1.047